[1]
84
Properties=species:S:1:pos:R:3:forces:R:3 method="wB97M-V/def2-TZVPD" total_charge=+3 largest_force_ev_per_a=4.535 gap_ev=3.996 lumo_energy_ev=-11.004 e_above_lowest_kj_mol=92.76
C -3.490071 2.223123 -7.427872 0.53 0.46 -0.06
C 3.710427 -1.525108 -1.674373 -0.06 0.45 0.46
H 0.936828 3.936924 3.263257 -0.10 -0.25 -0.12
H -0.683672 -1.735946 0.183609 -0.44 -1.32 0.61
H -0.735703 -4.941829 1.934368 0.00 0.26 -0.13
O -0.381117 2.447122 2.696968 0.58 -1.12 -1.22
Se 1.953380 1.493681 -1.073104 -0.78 -0.58 1.00
H 1.554798 2.289418 3.545251 -0.26 0.16 -0.03
H -0.819036 3.663161 0.578438 -0.16 -0.30 0.12
H -2.476785 4.007959 -6.853838 -0.06 -0.22 -0.19
H 3.294598 1.383639 2.198129 0.12 -0.16 -0.05
H -1.683777 0.016669 5.484840 -0.06 -0.17 -0.10
H 3.863703 -2.423177 3.009887 -0.23 0.15 -0.26
C -2.708064 -2.680639 1.645897 -0.24 0.35 0.14
H 1.825030 -2.733015 -3.628570 -0.14 0.21 0.16
H 4.318259 -1.507037 -0.761930 0.00 0.02 -0.24
H -2.306422 -4.775251 -0.557600 0.12 0.13 -0.05
H 4.300007 0.141713 3.007266 -0.20 0.02 -0.22
H -0.787131 2.705012 -6.002606 0.17 -0.18 0.26
P -1.250429 -3.016814 0.654661 -0.55 -0.22 0.07
C -0.925129 1.578011 -4.179328 0.25 0.01 0.11
C -1.546071 3.043037 0.041756 0.04 0.44 -0.29
C -0.152694 -4.057323 1.632741 0.57 0.25 0.09
H 1.354794 0.234561 4.049508 0.01 -0.22 -0.07
H 0.219820 -2.327443 -2.944286 0.20 0.07 -0.18
H 3.698033 -0.519369 -2.111569 0.04 -0.33 0.14
H 1.543881 3.489056 -5.574494 -0.15 -0.18 0.17
H -1.931824 1.215318 -4.400344 0.31 0.13 0.06
H -2.549115 -1.337257 4.697998 -0.01 0.18 0.03
H -2.618550 4.749832 -0.624905 -0.06 -0.04 0.00
H -4.441620 2.477539 -6.959553 0.27 -0.09 -0.06
H 1.332368 -4.428292 -1.130461 0.27 0.06 -0.05
H 2.533351 -3.274746 2.191324 0.22 0.16 -0.02
H -2.363885 -3.209455 -1.433922 0.06 -0.26 0.06
H 1.336784 -1.017622 -3.416132 -0.05 -0.22 0.12
C 0.672479 2.938545 3.621889 0.14 0.02 -0.08
C -0.271471 2.404922 -5.096954 0.16 0.00 0.24
C 3.675363 0.358187 2.128777 -0.11 0.09 -0.23
H 4.151348 -2.236980 -2.384584 -0.20 0.10 0.17
C 2.276772 -3.870091 -1.103172 -0.17 -0.03 0.42
H 2.787533 -4.079815 -0.154313 -0.11 -0.04 -0.27
H -1.516725 2.819163 -7.919170 -0.28 0.08 0.09
H -2.565428 1.642969 3.836574 -0.17 -0.46 0.00
H 3.856693 -2.550742 1.234179 -0.15 0.04 0.20
H -3.443065 1.287999 -7.988234 -0.04 0.26 0.15
C -2.835219 3.787372 -0.158002 -0.13 0.05 -0.05
H -3.578543 0.358634 3.085219 0.36 0.12 0.03
P -0.731078 1.187987 1.767587 -3.64 1.39 2.31
H -1.084200 2.720393 -0.899981 -0.20 -0.02 0.21
H -0.852563 -4.170361 -1.430729 -0.27 0.03 0.15
H 2.915914 -4.218498 -1.927192 -0.23 0.12 0.20
H 0.724694 -4.400419 1.069307 -0.31 0.13 0.06
C -1.732422 -3.884291 -0.839954 0.10 0.36 -0.24
H -3.512290 3.229700 -0.807492 0.00 0.07 0.08
H -0.799838 0.587469 -2.250049 0.00 0.13 -0.14
O -1.880285 1.834226 0.832815 1.69 -1.00 0.84
C 0.113985 2.997674 5.020976 -0.18 -0.17 0.11
C 1.634302 -0.784888 3.760483 -0.27 -0.07 0.04
P 1.991546 -2.058999 -1.300661 -0.01 -0.36 -1.22
H -0.065769 1.992069 5.415363 -0.01 0.13 0.00
H 2.685427 2.830489 -3.466244 -0.17 0.05 -0.13
H -0.825385 3.563963 5.051296 0.26 -0.09 -0.06
C 3.219830 -2.422828 2.117093 -0.22 -0.28 -0.37
C 1.029283 2.855637 -4.852397 -0.27 -0.24 0.04
H 4.288189 0.270507 1.223247 -0.11 0.09 0.18
H 2.394649 -1.153407 4.463129 -0.15 0.15 -0.22
C -2.440088 3.054615 -7.384514 -0.67 -0.42 -0.19
H -2.452801 -2.459462 2.695749 0.03 -0.09 -0.49
C 1.274794 -2.026993 -2.990452 -0.21 0.05 0.19
H 0.829330 3.498239 5.683517 -0.09 -0.08 -0.17
H -3.254452 -1.821396 1.228579 0.09 -0.30 0.10
Ga 0.626535 -0.098049 0.277903 3.53 0.67 -0.57
H -3.430654 -0.059546 5.548922 -0.03 -0.02 -0.15
O -1.504749 0.171383 2.783915 0.91 0.47 -1.71
C -2.570369 -0.262551 4.907072 0.19 0.18 0.23
C -2.658090 0.561089 3.649554 0.04 0.38 -0.15
C 1.001411 1.711200 -2.712256 -0.56 0.22 -1.05
C 1.672059 2.494318 -3.676450 -0.15 -0.30 0.69
P 2.295822 -0.842585 2.057940 0.75 0.32 0.94
H -3.353276 -3.573455 1.609581 0.20 0.25 -0.01
H -3.323762 3.970739 0.804966 0.09 0.01 -0.20
H 0.745524 -1.421042 3.842087 0.10 0.15 0.07
C -0.292983 1.225056 -2.980299 0.47 0.37 -0.07
H 0.187082 -3.543620 2.544384 -0.22 -0.11 -0.25



[2]
103
Properties=species:S:1:pos:R:3:forces:R:3 method="wB97M-V/def2-TZVPD" total_charge=-1 largest_force_ev_per_a=8.909 gap_ev=6.636 lumo_energy_ev=1.568
H 9.281737 -1.483528 -5.409312 -0.14 1.51 0.34
C -2.485870 0.670983 4.485448 -0.13 -0.21 0.20
H -3.397282 1.121096 4.882717 0.20 -0.06 -0.06
H -9.258924 -2.676152 1.202577 -0.04 -0.09 0.13
H 3.691420 -0.680825 -8.179094 -1.81 -0.09 1.29
H -2.717621 -0.172820 3.833273 0.05 0.12 0.12
N 9.368409 -0.495972 -5.064374 -2.72 1.78 -1.06
O -8.357524 -0.906895 5.248326 -0.16 0.11 -1.08
S -5.138650 2.146079 1.401585 0.01 0.98 -1.04
H -6.344172 3.903478 2.438103 0.04 -0.11 -0.13
O 1.459276 -3.897772 1.261192 -0.56 -1.04 -0.29
H -5.765739 -0.309502 2.932378 -0.13 -0.01 0.17
H 7.823260 3.960399 -6.585406 -0.90 -2.45 0.99
S -1.488916 0.102649 5.840885 -0.30 0.06 -0.36
O -5.486172 1.129158 0.434151 0.44 0.39 1.12
H -1.660466 1.990264 -1.011531 -0.35 0.16 0.10
O 5.647520 2.434853 -3.156866 0.72 5.34 -5.43
H 2.924473 2.444862 -6.896597 1.31 -0.09 2.01
C 5.839954 3.181722 -5.705515 0.43 -1.48 -0.19
H 5.061007 1.755258 -7.105513 0.41 0.68 1.76
H -10.226227 -1.849106 2.419176 0.05 -0.13 -0.02
H -3.091091 1.098755 -0.483357 -0.01 0.10 -0.01
H 2.721558 -0.247967 0.514992 -0.12 0.06 0.10
H -6.970705 3.515327 0.796674 0.13 -0.10 0.11
C 1.557698 -6.181632 2.529039 0.16 -0.15 -0.09
O 1.532058 1.567571 -1.960571 -0.77 0.68 0.77
C 2.214640 -5.699715 -1.315385 0.00 0.49 -1.20
O 2.192832 2.351771 0.322726 -0.36 0.71 -0.93
C 2.364783 4.020938 -1.613152 0.07 -0.08 0.26
O 2.860348 -0.533501 -7.604460 3.53 0.64 2.29
S -7.881357 -0.762129 3.889705 0.68 -0.31 -0.04
O 2.285172 -5.946404 0.083889 -0.61 -0.02 1.34
H -1.683071 -1.686062 9.675985 -0.09 -0.03 -0.10
O -4.500294 1.822246 2.659033 -0.08 -0.08 -0.83
O -7.627651 -2.240243 3.257834 0.40 1.07 0.43
C 3.452489 -0.353194 -6.238989 4.02 -2.79 2.76
O -8.576261 0.050751 2.916482 0.11 -0.44 0.84
H -9.168315 -3.243441 4.225776 0.12 0.15 -0.03
H 1.916498 -3.554255 -1.239229 0.08 -0.09 -0.09
O -4.280126 3.311074 0.657158 -1.52 -0.51 0.95
I 5.086842 4.988219 -6.778920 0.20 0.04 -0.07
H 3.606364 -4.048282 -1.230166 -0.09 -0.07 -0.12
C -6.186389 -0.233912 3.936588 -0.11 -0.34 -0.07
O -0.417261 -0.714837 5.314753 -0.56 0.59 0.81
H -1.910076 1.420912 3.939731 0.01 -0.12 0.17
H 1.363072 -7.244347 2.374756 0.03 0.18 -0.04
H 2.657113 -4.129654 -2.736176 0.05 -0.10 0.09
C 3.495556 2.264877 -5.874235 -1.58 -1.39 0.16
C 2.841446 0.852207 -5.263211 0.74 -0.37 -0.67
H 3.291199 0.668471 -4.183715 -1.00 0.29 -2.42
H 0.927746 -5.796914 3.333335 0.01 0.07 -0.23
H -10.511212 -3.564336 2.107381 0.14 -0.03 0.03
C 7.335095 2.906230 -6.317349 -0.20 0.02 -0.80
C 8.304461 1.959561 -5.395968 1.16 -0.02 -0.19
C -1.908777 -0.991296 8.862930 0.21 0.27 0.09
H -7.340045 2.439885 2.174321 0.14 -0.11 -0.07
H -3.273942 2.416317 -1.636781 0.08 0.04 0.10
H 0.595565 1.744617 1.504702 0.04 0.09 -0.13
O -2.600101 -0.863703 6.533619 0.22 0.65 -0.82
H -6.170537 0.806350 4.267260 -0.15 -0.18 -0.05
O 8.194770 -0.019871 -7.175161 2.24 3.10 6.57
H 2.205416 1.549994 2.194281 0.03 0.29 -0.32
H 7.977660 1.843283 -4.278711 0.19 0.33 -2.13
H -2.387761 2.735064 1.292868 -0.17 0.03 0.00
O 5.924748 4.835723 -3.661228 -0.54 -5.98 -3.15
C -2.903371 3.074244 0.388359 1.38 -0.41 -0.61
H -5.635688 -0.860448 4.640312 -0.13 0.04 -0.08
H -2.770880 -0.378859 9.143391 0.06 -0.14 -0.02
H 7.172244 2.372922 -7.372197 0.39 1.04 2.33
O 0.056796 3.181824 -0.687694 0.51 -0.56 -0.04
H 2.608521 -6.006008 2.765733 -0.15 0.01 -0.09
O -1.237073 1.227922 6.713332 0.16 -0.95 -0.48
H -3.000629 -2.452932 7.741778 0.00 0.25 -0.36
C -6.594720 3.106344 1.736071 0.12 0.14 0.01
H 8.958221 -0.396461 -4.097453 0.74 -0.23 -1.39
H 2.908264 -6.394493 -1.802031 -0.11 -0.06 0.43
H 3.244041 3.142255 -5.141716 0.79 -1.76 -1.36
H -8.289349 -4.147822 2.995114 0.27 0.34 0.11
C -9.736560 -2.796599 2.179468 -0.18 0.28 -0.08
O -0.156845 -5.727129 0.594832 0.90 0.59 0.15
O 4.485787 -1.087236 -5.774157 -6.75 4.38 -3.82
S 1.147382 -5.293348 1.046905 0.39 -0.04 -0.17
C 5.801359 3.579343 -4.113694 -0.20 -0.33 6.30
N 4.970610 1.996225 -6.075744 -0.53 2.36 -0.31
H -1.055283 -0.317239 8.752594 -0.10 -0.10 0.01
H 9.368167 2.500590 -5.367941 -2.17 -1.37 -0.05
C 2.623935 -4.277267 -1.653673 -0.12 0.27 0.10
H 1.662941 0.858183 -5.274968 2.42 0.00 -0.04
H 1.344519 -0.669804 1.564555 0.07 0.09 0.02
H -1.311299 -2.323815 7.257514 -0.05 0.16 -0.11
C 1.695973 0.016152 0.789541 -0.13 -0.18 -0.22
H 1.212987 -5.925722 -1.695705 0.02 0.01 0.20
H 1.993013 4.318467 -2.595497 -0.05 -0.17 0.12
H 2.279345 4.852303 -0.911312 -0.04 -0.17 -0.06
H 1.074670 -0.134664 -0.097146 0.06 0.01 0.11
C -2.717741 2.090184 -0.752905 -0.07 -0.47 -0.08
C 8.575196 0.454136 -5.986089 -0.96 -3.10 -3.54
S 1.363466 2.670441 -1.040743 1.43 0.24 -0.18
H -2.458805 4.034912 0.105281 -0.37 -0.08 0.20
C 1.625046 1.454793 1.269747 -0.30 -0.88 0.50
C -2.184037 -1.742215 7.572321 0.35 -0.49 0.89
H 3.399080 3.682560 -1.695778 0.01 -0.07 -0.10
C -8.708936 -3.164417 3.234939 -0.92 -0.59 -0.16



Let's list molecular weight in order: 649.25 963.90 g/mol.
Let's list highest occupied orbital energy in order: -15.0 -5.1 eV.